(1)
A cluster of 9 separate species, C36H96B3F12N6O12 in total in a non-equilibrium geometry. Source: the Open Molecules 2025 dataset; level of theory: ωB97M-V/def2-TZVPD.

Results
Calculated total energy: -107023.6269 eV
ΔE to the lowest compared entry with this formula, charge and spin: 552.0 kJ/mol
Gap between HOMO and LUMO: 7.4 eV
E_HOMO: -14.300 eV
Charge: +3

XYZ file:
```
165
C36H96B3F12N6O12 (ωB97M-V/def2-TZVPD)
C -1.068 3.826 3.648
O 0.137 4.605 3.400
C 1.167 3.863 2.789
C 1.065 4.032 1.245
N 0.750 5.416 0.870
H 0.143 5.417 0.063
H 0.105 5.732 1.580
C 1.900 6.425 0.772
C 1.441 7.823 1.090
O 0.368 8.094 0.152
C -0.394 9.182 0.557
H -1.559 3.517 2.726
H -1.744 4.506 4.167
H -0.877 2.971 4.298
H 1.292 2.825 3.096
H 2.073 4.422 3.024
H 0.230 3.474 0.820
H 1.927 3.657 0.693
H 2.424 6.230 -0.163
H 2.557 6.074 1.569
H 2.196 8.608 1.122
H 0.956 7.803 2.067
H -0.695 9.120 1.603
H -1.277 9.113 -0.078
H 0.263 10.043 0.434
C -0.038 -0.091 3.574
O -1.376 -0.497 3.869
C -1.602 -1.697 4.729
C -3.046 -2.043 4.869
N -3.889 -0.777 5.092
H -3.501 -0.435 5.960
H -3.641 -0.116 4.370
C -5.433 -0.806 5.165
C -6.151 -1.182 3.767
O -5.737 -2.504 3.494
C -6.246 -3.131 2.322
H 0.380 0.504 4.385
H 0.136 0.498 2.673
H 0.740 -0.853 3.622
H -1.414 -1.289 5.722
H -1.023 -2.588 4.488
H -3.092 -2.717 5.724
H -3.443 -2.568 4.000
H -5.601 0.176 5.608
H -5.682 -1.550 5.921
H -5.958 -0.417 3.015
H -7.235 -1.212 3.880
H -5.453 -3.591 1.733
H -6.846 -2.393 1.790
H -6.933 -3.912 2.648
C -0.650 -3.675 0.698
O -2.014 -3.388 0.390
C -2.608 -3.727 -0.787
C -2.758 -5.267 -1.004
N -3.867 -5.761 -0.051
H -3.932 -5.472 0.914
H -4.681 -5.316 -0.449
C -4.120 -7.256 0.001
C -3.695 -8.060 -1.214
O -4.298 -7.509 -2.416
C -5.515 -8.070 -2.930
H -0.306 -2.647 0.811
H 0.107 -4.171 0.091
H -0.339 -4.254 1.568
H -2.049 -3.394 -1.662
H -3.631 -3.352 -0.757
H -1.814 -5.785 -0.838
H -2.955 -5.429 -2.064
H -5.209 -7.287 0.008
H -3.709 -7.530 0.973
H -3.839 -9.136 -1.124
H -2.623 -8.014 -1.405
H -5.854 -7.425 -3.741
H -6.282 -8.091 -2.156
H -5.475 -9.111 -3.248
C -0.391 -2.487 -4.168
O -0.975 -1.764 -3.057
C -1.360 -0.427 -3.369
C -2.271 -0.089 -2.234
N -1.559 -0.159 -0.827
H -1.247 -1.116 -0.752
H -0.738 0.428 -0.789
C -2.451 0.449 0.265
C -3.690 -0.355 0.529
O -4.586 -0.055 -0.522
C -5.791 -0.726 -0.312
H -1.078 -2.554 -5.011
H -0.289 -3.494 -3.763
H 0.522 -2.006 -4.520
H -1.907 -0.403 -4.312
H -0.453 0.164 -3.488
H -3.178 -0.686 -2.134
H -2.633 0.932 -2.347
H -2.613 1.502 0.035
H -1.802 0.399 1.140
H -4.206 0.043 1.403
H -3.502 -1.396 0.793
H -5.675 -1.750 -0.668
H -6.485 -0.274 -1.021
H -6.216 -0.610 0.685
C 0.088 3.973 -5.719
O 1.224 3.756 -4.917
C 0.986 3.360 -3.536
C 2.312 3.404 -2.751
N 3.070 2.111 -3.071
H 3.809 2.081 -2.383
H 2.557 1.285 -2.797
C 3.759 1.989 -4.443
C 5.081 0.956 -4.323
O 5.708 1.146 -3.068
C 7.006 0.634 -3.067
H 0.333 4.178 -6.761
H -0.496 4.774 -5.264
H -0.420 3.012 -5.791
H 0.411 2.437 -3.459
H 0.273 4.020 -3.042
H 2.247 3.400 -1.663
H 2.965 4.196 -3.116
H 4.112 2.943 -4.834
H 3.031 1.638 -5.173
H 5.720 1.223 -5.164
H 4.839 -0.086 -4.534
H 7.715 0.863 -2.272
H 7.611 0.917 -3.929
H 7.124 -0.446 -3.165
C 2.344 -2.771 -2.180
O 3.587 -2.689 -1.568
C 3.665 -3.350 -0.242
C 4.648 -2.635 0.615
N 4.156 -1.156 0.840
H 4.173 -0.550 0.032
H 3.157 -1.221 0.980
C 4.762 -0.302 1.923
C 6.261 -0.326 1.817
O 6.740 -1.543 2.324
C 8.064 -1.687 2.043
H 2.269 -2.122 -3.052
H 1.496 -2.440 -1.580
H 2.059 -3.776 -2.492
H 4.028 -4.363 -0.414
H 2.705 -3.543 0.236
H 5.689 -2.594 0.295
H 4.708 -3.158 1.569
H 4.387 -0.612 2.899
H 4.448 0.726 1.745
H 6.574 0.498 2.458
H 6.527 -0.257 0.762
H 7.982 -2.107 1.041
H 8.484 -2.350 2.799
H 8.613 -0.752 2.154
B -1.917 4.227 -0.971
F -1.061 3.141 -1.294
F -1.092 5.268 -1.151
F -2.959 4.422 -1.871
F -2.363 4.125 0.246
B 4.941 3.445 0.701
F 5.599 2.428 -0.002
F 4.113 2.870 1.605
F 5.951 4.159 1.259
F 4.145 4.125 -0.223
B 1.491 0.655 -0.006
F 2.524 1.313 0.458
F 0.292 1.279 0.182
F 1.616 0.416 -1.363
F 1.519 -0.584 0.538
```

(2)
A cluster of 10 separate species, C36H98N6O14 in total in a non-equilibrium geometry. Source: the Open Molecules 2025 dataset; level of theory: ωB97M-V/def2-TZVPD.

Results
Calculated total energy: -76512.8209 eV
ΔE to the lowest compared entry with this formula, charge and spin: 595.6 kJ/mol
Gap between HOMO and LUMO: 8.6 eV
SMILES: COC[C@H](C)N.COC[C@H](C)N.COCCNCCOC.COCCNCCOC.COCCNCCOC.COCCNCCOC.CO.CO.CO.CO
E_HOMO: -8.534 eV

XYZ file:
```
154
C36H98N6O14 (ωB97M-V/def2-TZVPD)
C -3.165 2.667 5.762
O -2.048 3.315 6.356
C -0.776 2.865 5.877
C -0.286 3.554 4.518
C 1.251 3.350 4.246
N -0.288 4.985 4.671
H -3.007 2.046 4.880
H -3.876 3.462 5.541
H -3.716 2.186 6.570
H -0.129 3.316 6.629
H -0.624 1.786 5.881
H -0.922 3.185 3.713
H 1.814 3.732 5.097
H 1.566 3.905 3.362
H 1.290 2.273 4.082
H 0.453 5.217 5.317
H -1.175 5.355 4.979
C -4.048 -10.337 -0.499
O -3.630 -9.093 -1.179
C -3.484 -8.039 -0.110
C -3.017 -6.653 -0.667
C -2.804 -5.653 0.349
N -3.935 -6.203 -1.679
H -4.964 -10.137 0.057
H -3.293 -10.690 0.204
H -4.297 -11.167 -1.160
H -4.445 -7.934 0.393
H -2.703 -8.350 0.583
H -2.025 -6.738 -1.112
H -2.079 -4.917 0.001
H -2.464 -5.968 1.335
H -3.677 -5.106 0.703
H -3.399 -5.684 -2.360
H -4.225 -7.019 -2.199
C 2.998 8.146 -2.665
O 2.919 6.816 -2.329
C 1.706 6.053 -2.616
C 1.075 6.445 -3.976
N 1.987 6.319 -5.068
C 1.235 6.539 -6.307
C 0.086 5.673 -6.774
O 0.403 4.254 -7.080
C 0.427 3.303 -6.033
H 2.103 8.707 -2.394
H 3.130 8.429 -3.709
H 3.884 8.533 -2.162
H 0.957 6.265 -1.852
H 2.095 5.038 -2.529
H 0.657 7.451 -3.959
H 0.249 5.793 -4.260
H 2.842 6.836 -4.918
H 1.969 6.396 -7.099
H 1.143 7.616 -6.450
H -0.201 6.008 -7.771
H -0.707 5.629 -6.029
H 1.048 3.551 -5.173
H 0.631 2.368 -6.555
H -0.583 3.314 -5.624
C 9.417 1.549 -0.388
O 8.533 0.749 0.401
C 7.684 -0.063 -0.345
C 6.370 -0.356 0.485
N 6.441 -1.437 1.477
C 5.084 -1.714 2.034
C 4.122 -2.530 1.097
O 4.609 -3.776 0.769
C 3.879 -4.510 -0.233
H 8.982 2.008 -1.275
H 10.091 0.828 -0.851
H 10.043 2.172 0.251
H 8.169 -0.969 -0.709
H 7.363 0.465 -1.243
H 5.598 -0.497 -0.271
H 6.035 0.495 1.078
H 6.715 -2.292 1.015
H 4.661 -0.765 2.362
H 5.089 -2.338 2.927
H 3.731 -1.976 0.243
H 3.195 -2.682 1.649
H 4.404 -5.462 -0.308
H 4.014 -3.903 -1.128
H 2.832 -4.624 0.048
C 6.062 -2.001 10.369
O 5.632 -1.128 9.349
C 4.970 -0.067 9.939
C 4.170 0.633 8.854
N 2.963 -0.009 8.306
C 3.252 -1.368 7.786
C 2.106 -2.036 7.075
O 1.628 -1.369 5.942
C 0.370 -1.931 5.498
H 5.214 -2.290 10.991
H 6.840 -1.458 10.907
H 6.603 -2.811 9.882
H 5.710 0.550 10.448
H 4.260 -0.410 10.691
H 4.863 0.899 8.055
H 3.829 1.601 9.221
H 2.617 0.469 7.486
H 3.520 -2.105 8.543
H 4.008 -1.488 7.010
H 1.376 -1.938 7.878
H 2.279 -3.087 6.841
H 0.165 -1.501 4.517
H -0.578 -1.814 6.023
H 0.370 -3.002 5.295
C -5.107 0.041 -3.376
O -6.453 0.019 -3.017
C -7.062 -1.202 -2.542
C -7.538 -2.064 -3.693
N -8.625 -1.368 -4.440
C -9.033 -2.132 -5.641
C -10.126 -1.405 -6.521
O -9.804 -0.061 -6.698
C -10.955 0.741 -7.057
H -4.920 -0.441 -4.335
H -4.531 -0.295 -2.514
H -4.796 1.073 -3.543
H -7.930 -0.995 -1.916
H -6.332 -1.791 -1.988
H -7.914 -3.054 -3.435
H -6.728 -2.228 -4.403
H -8.191 -0.482 -4.654
H -9.330 -3.146 -5.372
H -8.165 -2.287 -6.281
H -11.137 -1.490 -6.124
H -10.312 -1.978 -7.430
H -11.637 0.798 -6.208
H -11.445 0.397 -7.968
H -10.568 1.751 -7.187
C 4.489 -1.130 -5.356
O 5.536 -0.596 -4.633
H 4.798 -2.089 -5.771
H 3.614 -1.231 -4.714
H 4.253 -0.484 -6.202
H 5.657 0.302 -4.951
C 0.498 0.798 -0.565
O 1.350 0.619 -1.717
H -0.477 1.196 -0.847
H 0.508 -0.115 0.031
H 0.886 1.632 0.020
H 2.284 0.751 -1.541
C -4.068 4.747 1.010
O -2.842 5.378 1.121
H -4.444 4.626 2.025
H -4.782 5.463 0.603
H -4.078 3.789 0.491
H -2.330 5.165 1.904
C -0.034 -3.557 -4.279
O -1.137 -3.696 -5.112
H 0.502 -2.612 -4.370
H -0.380 -3.483 -3.248
H 0.652 -4.389 -4.436
H -1.025 -3.189 -5.920
```

Q: The lowest gap between HOMO and LUMO belongs to which entry?
A: C36H96B3F12N6O12

Q: The lowest calculated total energy belongs to which entry?
A: C36H96B3F12N6O12